1.
9
Properties=species:S:1:pos:R:3:forces:R:3 method="wB97M-V/def2-TZVPD" homo_lumo_gap_ev=9.2 homo_energy_ha=-0.1933 lumo_energy_ev=3.897 charge=-1
C -2.43701 1.85250 -0.18298 0.5 -0.6 1.8
C 2.26373 -0.09440 1.35721 0.4 0.1 0.4
C -1.22920 -0.12648 1.10638 0.3 3.1 -1.3
N -2.08403 1.13856 0.71199 -1.5 1.3 -0.6
N 1.69164 -0.54888 0.45903 -1.6 -0.6 -2.6
O -2.81841 2.68771 -0.93357 -0.1 0.0 -0.6
O -1.02586 -0.69416 0.06484 0.6 -2.9 -1.6
O -0.78781 -0.02502 2.20312 0.1 -1.0 2.1
H 0.98667 -0.77050 -0.33562 1.3 0.5 2.5

2.
22
Properties=species:S:1:pos:R:3:forces:R:3 method="wB97M-V/def2-TZVPD" s_squared=0.7547 homo_lumo_gap_ev="9.8 / 7.3" homo_energy_ha="-0.3220 / -0.3220" multiplicity=2 lumo_energy_ev="1.012 / -1.497"
C -2.03512 -0.83667 1.67276 0.4 0.1 0.5
C -0.96083 -0.95658 0.60727 -0.2 -0.2 -0.6
N -0.34773 0.33705 0.30563 0.2 -0.1 -0.5
C 0.66965 0.67161 1.29861 -0.4 0.0 0.1
C 1.08480 -0.82079 -1.46714 -0.5 0.3 0.5
C 0.12271 0.34562 -1.07264 0.9 -1.1 -0.8
C 0.88480 1.64955 -1.44416 -0.7 0.3 1.4
O 0.94384 1.82283 -2.76179 -0.1 0.0 -0.6
H -1.55333 -0.84527 2.65088 -0.1 0.0 0.2
H -2.55629 0.11385 1.60456 -0.1 0.0 -0.3
H -2.75890 -1.64442 1.67230 0.0 -0.2 -0.2
H -0.18820 -1.68501 0.89931 0.0 0.1 0.2
H -1.33884 -1.38898 -0.33126 -0.3 0.4 0.2
H 0.17296 1.13780 2.14988 0.2 0.1 0.1
H 1.17113 -0.22159 1.67426 0.3 -0.2 0.0
H 1.42669 1.34232 0.89648 -0.2 0.1 0.2
H 0.49807 -1.68870 -1.76060 0.2 -0.2 0.0
H 1.69607 -0.49157 -2.30022 0.1 -0.2 -0.1
H 1.71762 -1.09289 -0.62192 0.2 0.0 -0.1
H -0.72582 0.24366 -1.75425 -0.2 0.4 0.3
H 1.86270 1.60108 -0.94627 0.1 0.3 -0.2
H 0.21400 2.40710 -0.97170 0.4 0.1 -0.2

Computed values of energy relative to the best compared isomer or geometry (same formula, charge and spin) (unit: eV) for the preceding records, in sequence: 1.366, 0.943.